Here is a cluster of 2 separate species, C3H2N4 in total at a distorted geometry from OMol25. Energies are from ωB97M-V with the def2-TZVPD basis set.

Properties
HOMO energy (spin up / spin down) in eV: -10.7516 / -11.1895
Relative energy (zero: lowest compared OMol25 entry of this formula, charge and spin) in kcal per mole: 221.6
HOMO-LUMO gap (spin up / spin down) in eV: 8.021 / 6.356

```
9
Properties=species:S:1:pos:R:3:forces:R:3:nbo_charge:R:1
C 2.3069 -2.6103 0.1429 -1.7 1.9 -0.7 -0.4441
C 1.5384 -1.7238 -0.1995 0.8 -0.5 0.4 0.1919
C -0.5389 1.4513 0.4744 -1.6 -0.6 -1.4 0.1248
N -1.5554 2.2483 0.1928 -0.8 1.5 0.2 -0.2606
N -2.2443 1.6048 -0.7217 -1.3 -0.6 -1.2 -0.0060
N -1.6642 0.5442 -1.0143 1.7 1.7 2.3 0.1749
N -0.5720 0.3990 -0.3304 0.3 -2.2 -1.3 -0.2306
H 2.5878 -3.5968 0.2532 0.8 -1.4 0.3 0.2324
H 0.1417 1.6833 1.2025 1.8 0.2 1.4 0.2172
```
Positions in Å, forces in eV/Å.


Here is a cluster of 2 separate species, C10H21N2O7 in total at a distorted geometry from OMol25. Energies are from ωB97M-V with the def2-TZVPD basis set.

Properties
HOMO energy in eV: -12.2670
Charge: +1
HOMO-LUMO gap in eV: 8.776

```
40
Properties=species:S:1:pos:R:3:forces:R:3:nbo_charge:R:1
C 3.7986 0.1459 1.5716 0.1 0.7 0.6 -0.6527
C 3.7376 0.9325 0.1325 1.0 -0.6 -0.7 -0.4426
C 3.1871 -0.0311 -1.1109 1.2 1.8 -0.3 -0.0858
O 1.7185 0.0561 -1.2265 0.4 -1.8 1.6 -0.5566
C 1.0451 -1.0852 -0.5889 0.9 -1.5 -0.5 -0.1212
C -0.4192 -0.7604 0.0667 0.6 -0.8 0.9 0.3720
N -0.7486 0.6168 0.5887 0.4 0.4 -3.1 -0.5582
C 0.3457 1.2124 1.4430 0.4 1.6 1.6 -0.4545
C -1.2498 1.5586 -0.4813 0.9 1.6 -4.7 0.7135
C -2.4675 2.6019 -0.0469 1.5 -1.0 0.2 -0.7129
O -0.8235 1.6387 -1.7440 -2.5 -1.4 7.3 -0.5668
O -1.3501 -1.2523 -0.9632 -2.6 -1.7 0.9 -0.5734
C -2.0165 -2.4997 -0.5581 -2.6 -1.7 -0.2 1.0002
O -3.1038 -3.0483 -1.1073 7.9 4.1 3.4 -0.5646
O -1.2297 -2.9850 0.6123 -2.2 2.5 -2.3 -0.4834
C -0.9091 -1.7311 1.3148 -0.2 -1.0 0.5 0.7342
O 0.0972 -2.1017 2.3274 -2.2 1.8 -1.3 -0.6871
O -2.2551 -1.2874 1.8068 3.3 0.0 0.8 -0.7144
H 3.0462 -0.7438 1.6800 1.4 1.7 -0.4 0.1989
H 3.5237 0.9313 2.4139 0.7 -1.7 -1.6 0.2154
H 4.8859 -0.2757 1.8016 -2.4 0.9 -0.6 0.2398
H 3.1607 1.9712 0.1843 1.0 -2.5 -0.2 0.2170
H 4.8519 1.2214 -0.1834 -2.4 -0.6 0.8 0.2271
H 3.6130 -1.1200 -1.0646 -1.0 1.9 0.2 0.1948
H 3.6301 0.4511 -2.1066 -1.2 -1.1 2.1 0.2114
H 0.8506 -1.8791 -1.4593 0.2 1.6 2.0 0.2132
H 1.7610 -1.6583 0.1755 -1.7 1.5 -1.4 0.2227
H -0.1893 1.8966 2.2615 1.1 -1.5 -1.7 0.2212
H 1.0861 1.9212 0.8693 -1.4 -1.7 0.9 0.2399
H 0.9757 0.4165 2.0488 -1.4 1.4 -1.6 0.2353
H -2.3555 2.7502 1.1170 -0.6 -0.1 -2.4 0.2448
H -2.2993 3.5935 -0.6638 -0.5 -2.2 1.4 0.2671
H -3.4857 2.0592 -0.3122 2.1 1.3 0.7 0.2263
H 0.1689 -1.4061 3.0449 -0.4 -1.0 -1.3 0.4960
H -2.1526 -0.7443 2.6470 -0.1 -0.9 -1.6 0.4970
N -3.6856 -0.2732 -2.8982 -0.3 0.1 -0.2 -0.8659
H -4.5582 -0.7271 -2.6034 0.2 0.0 0.0 0.4588
H -3.4732 -0.5370 -3.8674 0.0 0.0 0.2 0.4577
H -3.7924 0.7461 -2.8364 0.1 -0.2 0.0 0.4539
H -2.9190 -0.5747 -2.2855 0.3 -0.1 0.2 0.4819
```
Positions in Å, forces in eV/Å.


Here is a structure of composition C39H48P2SiSn at a distorted geometry from OMol25. Energies are from ωB97M-V with the def2-TZVPD basis set.

Properties
HOMO energy (spin up / spin down) in eV: -5.6833 / -5.6834
HOMO-LUMO gap (spin up / spin down) in eV: 5.161 / 5.162

```
91
Properties=species:S:1:pos:R:3:forces:R:3:mulliken_charge:R:1
Sn -0.7265 -2.2580 -1.4741 1.1 1.0 5.7 0.8875
C -0.1122 -3.4669 -5.1057 0.8 0.6 -1.3 -0.0434
C -0.0690 -2.1332 -5.3310 0.8 -1.5 -2.0 -0.8635
C -1.1672 -1.3746 -5.9729 -0.6 0.4 -0.2 -0.5519
C -2.5350 -1.7638 -5.3492 0.3 0.4 -1.0 -2.1080
C -2.4120 -1.9936 -3.8704 -1.4 -0.3 0.3 1.8113
C -2.3485 -3.1854 -3.2305 -2.5 0.0 -1.0 -0.6597
C -2.1227 -4.5008 -3.9248 0.1 -0.1 -0.2 -0.8473
C -1.2861 -4.3825 -5.2328 -0.5 -0.6 -0.2 -1.1465
C -0.6750 -0.1831 -0.5304 0.4 0.7 1.2 -1.2403
H 0.8102 -4.0150 -4.8849 -0.2 0.5 -0.1 0.5557
H 0.8821 -1.5912 -5.3316 -0.3 -0.7 0.1 1.2692
H -1.1470 -1.5199 -7.0782 -0.1 -0.1 0.6 0.4621
H -0.9816 -0.3051 -5.8167 -0.2 -0.3 -0.1 0.1162
H -3.2322 -0.9325 -5.5593 0.1 -0.3 0.4 0.5331
H -2.9584 -2.6214 -5.8996 0.1 0.4 0.5 0.3852
H -2.5600 -1.0758 -3.2811 -0.1 -0.9 -0.3 -0.4397
H -2.7741 -3.2837 -2.2175 0.3 0.1 -0.9 0.3997
H -3.0953 -4.9829 -4.1396 0.3 0.2 0.1 0.4164
H -1.6066 -5.1821 -3.2237 -0.1 0.2 -0.2 0.2138
H -0.9079 -5.3909 -5.4632 -0.1 0.3 0.0 0.4979
H -1.9165 -4.1087 -6.0929 0.2 -0.1 0.4 0.2820
H -0.0940 -0.4057 0.3800 -0.1 0.0 -0.6 -0.2974
H -1.6195 0.2711 -0.1406 0.6 -0.4 -0.5 0.7329
H -0.1191 0.5719 -1.1046 -0.5 -0.2 0.4 0.4823
P 0.8018 -0.0657 -3.1894 1.3 -0.7 1.5 0.6003
P -2.9931 0.8047 -1.6688 0.0 -0.1 0.7 1.3344
C -0.7234 0.7627 -3.6801 -1.6 0.4 -0.2 -0.5441
C -1.9949 1.0659 -3.1411 0.5 -0.4 -1.0 -0.9103
C 2.1517 1.0570 -3.5503 0.3 0.4 -0.3 -0.0120
C 2.4077 1.5735 -4.8348 0.6 -0.1 0.6 -0.4816
C 3.6065 2.2554 -5.0642 -0.1 0.1 0.5 -0.6676
C 4.4983 2.4761 -4.0030 0.0 -0.1 0.0 -0.4911
C 4.2076 2.0283 -2.7091 -0.1 0.0 -0.1 -0.4383
C 3.0244 1.3369 -2.4671 -0.3 -0.1 -1.0 0.1020
C 1.7048 -1.7813 -3.1204 -1.6 -0.9 -1.0 1.7594
C 1.0047 -3.0065 -2.7716 1.3 -0.1 -0.8 -0.1975
C 1.6984 -4.1742 -2.3382 0.0 0.7 -0.7 -0.6454
C 3.0672 -4.2357 -2.5465 -0.2 0.0 0.2 -1.0090
C 3.7250 -3.1273 -3.0928 -0.2 0.0 0.0 -0.7801
C 3.0814 -1.9230 -3.3849 -0.4 0.3 0.6 -0.8609
C -4.0226 2.1547 -1.1207 -0.5 0.8 -0.7 0.5506
C -3.5170 3.4641 -1.3162 -0.4 -0.4 0.1 -0.7555
C -4.2222 4.5612 -0.8368 -0.2 -0.1 0.1 -0.5963
C -5.4342 4.3774 -0.1576 0.1 0.0 0.1 -0.4616
C -5.9345 3.0861 0.0588 0.4 0.3 0.0 -0.7088
C -5.2291 1.9756 -0.3960 0.4 0.0 -0.4 -0.4802
C -3.9211 -0.7172 -1.2449 -0.3 -0.9 0.2 0.5630
C -3.5400 -1.5988 -0.1935 0.4 0.7 -0.4 -0.6884
C -4.2417 -2.7690 0.0618 -0.6 -0.2 -0.2 -0.5675
C -5.3595 -3.1075 -0.7113 0.4 0.3 -0.1 -0.6338
C -5.7672 -2.2375 -1.7266 -0.2 0.0 0.1 -0.6163
C -5.0901 -1.0398 -1.9661 0.4 -0.1 0.2 -0.1025
H -0.5236 1.2797 -4.6431 -0.4 -0.1 0.7 0.7943
H -2.6294 1.6597 -3.8298 0.9 0.3 0.4 0.3934
H 1.6943 1.4230 -5.6443 0.2 -0.1 0.1 0.3421
H 3.8410 2.6135 -6.0636 0.0 0.0 0.2 0.4021
H 5.4306 3.0166 -4.1797 -0.3 -0.2 0.0 0.3653
H 4.8888 2.2040 -1.8723 -0.1 0.1 -0.4 0.4270
H 2.7651 0.9903 -1.4700 0.1 0.0 -0.2 -0.1533
H 0.0083 -3.2359 -3.2540 1.4 0.7 0.8 -0.9304
H 1.1396 -5.0105 -1.8957 0.2 0.3 -0.4 0.3613
H 3.6081 -5.1558 -2.3221 0.0 0.4 0.0 0.4133
H 4.7854 -3.1994 -3.2747 0.1 0.0 -0.2 0.4157
H 3.6486 -1.1091 -3.8347 -0.1 -0.1 0.3 0.4255
H -2.5686 3.5900 -1.8409 -0.2 0.0 0.2 0.3397
H -3.8132 5.5630 -0.9821 -0.2 -0.3 0.1 0.3677
H -5.9693 5.2461 0.2373 0.2 -0.3 -0.2 0.3497
H -6.8724 2.9500 0.6002 0.3 0.0 -0.1 0.3894
H -5.6077 0.9703 -0.1966 0.1 0.4 -0.1 0.2478
H -2.6581 -1.3829 0.4271 -0.5 0.0 -0.4 0.6084
H -3.9185 -3.4360 0.8604 0.0 0.2 -0.2 0.4391
H -5.8961 -4.0395 -0.5172 0.2 0.3 -0.1 0.3721
H -6.6276 -2.4968 -2.3462 0.2 0.1 0.2 0.3875
H -5.4588 -0.3329 -2.7162 0.2 -0.4 0.1 0.4190
C 0.9229 -1.1646 2.9624 -0.1 0.0 0.5 -1.0916
Si 2.0837 -1.3984 1.5052 -0.6 -0.6 -0.5 0.2820
C 2.7323 0.3382 1.1262 0.1 0.1 -0.1 -1.0447
C 3.5841 -2.3778 2.0973 0.1 0.0 0.2 -1.1499
C 1.2027 -2.3497 0.1408 0.2 -0.2 -0.8 -0.1576
H 1.3883 -0.4926 3.7084 -0.3 -0.3 -0.2 0.3040
H 0.7193 -2.1350 3.4477 0.0 0.3 -0.1 0.3001
H -0.0421 -0.7249 2.6610 0.3 -0.1 0.1 0.3017
H 3.0220 0.8007 2.0849 0.0 -0.1 -0.3 0.4479
H 3.6205 0.3250 0.4790 -0.1 0.0 0.1 0.2038
H 1.9795 0.9887 0.6658 0.1 -0.1 0.1 0.3501
H 3.3067 -3.4074 2.3540 0.0 0.2 0.0 0.3058
H 4.3692 -2.4246 1.3322 -0.1 0.0 0.1 0.2958
H 4.0025 -1.8977 2.9919 0.1 -0.1 -0.1 0.3168
H 1.8918 -2.4359 -0.7187 0.1 -0.1 0.8 -0.4141
H 0.9094 -3.3686 0.4526 0.6 0.1 0.2 0.4646
```
Positions in Å, forces in eV/Å.


Here is an isolated molecule of C11H19B at a distorted geometry from OMol25. Energies are from ωB97M-V with the def2-TZVPD basis set.

Properties
HOMO energy (spin up / spin down) in eV: -6.0900 / -8.6526
Relative energy (zero: lowest compared OMol25 entry of this formula, charge and spin) in kcal per mole: 0.0
2S+1: 3
HOMO-LUMO gap (spin up / spin down) in eV: 6.912 / 6.224
<S²>: 2.011

```
31
Properties=species:S:1:pos:R:3:forces:R:3:lowdin_spin:R:1
B 0.8740 -0.2223 -0.7395 -3.8 -0.6 1.3 0.2080
C 0.7855 -1.6938 -1.1939 2.1 3.3 0.0 0.5244
C -0.4332 -2.3632 -1.0618 -3.0 -3.0 0.2 0.3858
C -1.6697 -1.9109 -0.5031 3.3 -2.9 -1.2 0.2001
C -1.8018 -0.7387 0.1628 0.2 4.3 -0.7 0.4358
C -0.7567 0.4342 0.1574 1.3 -3.2 0.1 0.0313
C 3.0523 -0.0462 0.4264 -1.6 2.0 1.6 0.0232
C -0.7054 -0.5276 2.4969 -0.6 -1.8 -0.3 0.0292
C -1.0924 1.5596 -2.0718 0.8 -2.0 1.6 0.0095
C 2.0858 0.6311 -0.5781 1.0 2.9 0.8 0.0313
C -0.4831 0.7196 1.6412 -0.5 -0.7 0.4 0.0184
C -1.2223 1.6787 -0.5023 -0.9 -0.5 -2.8 0.0174
H 1.6677 -2.2010 -1.6600 -1.0 0.2 0.5 0.0224
H -0.2456 -3.4240 -1.3472 -1.4 0.6 0.2 0.0124
H -2.4723 -2.6200 -0.3891 -0.1 -0.3 -0.4 0.0011
H -2.7950 -0.4632 0.5216 0.1 -0.1 0.1 0.0150
H 3.1526 -1.0824 0.1063 0.7 0.1 0.7 0.0039
H 3.8775 0.6504 0.4655 1.2 -0.8 -0.4 0.0035
H 2.6615 0.1795 1.4867 0.2 -1.5 -1.4 0.0002
H -0.6400 -0.3832 3.5532 0.1 0.5 0.8 0.0025
H -0.0370 -1.3907 2.2997 0.1 0.7 -0.3 0.0008
H -1.7134 -1.0389 2.3285 1.0 1.1 0.3 0.0098
H -1.1332 0.4821 -2.4009 0.0 1.0 0.3 0.0046
H -0.1492 1.9775 -2.4043 0.1 0.1 -0.2 0.0009
H -1.8950 2.0469 -2.5026 -1.5 1.1 -1.3 0.0008
H 1.7946 1.6631 -0.1837 0.2 -1.2 -0.1 -0.0003
H 2.7237 0.9411 -1.3941 -0.1 -0.5 -0.9 0.0053
H 0.5044 1.1211 1.7615 0.8 0.1 0.2 0.0005
H -1.1321 1.5095 2.0399 -0.2 0.0 -0.3 0.0008
H -2.2380 2.0626 -0.2629 0.4 -0.6 0.2 0.0002
H -0.5642 2.4491 -0.2524 1.1 1.4 0.8 0.0013
```
Positions in Å, forces in eV/Å.


Here is an isolated molecule of C2H4ClNO2 at a distorted geometry from OMol25. Energies are from ωB97M-V with the def2-TZVPD basis set.

Properties
HOMO energy in eV: -10.7466
Relative energy (zero: lowest compared OMol25 entry of this formula, charge and spin) in kcal per mole: 31.4
HOMO-LUMO gap in eV: 11.339
SMILES: [H]/N=C(\Cl)C(O)O

```
10
Properties=species:S:1:pos:R:3:forces:R:3:nbo_charge:R:1
H -1.9418 -1.4724 -0.1874 -0.3 -0.2 0.9 0.3990
N -1.2617 -0.7468 -0.2801 1.1 1.0 0.2 -0.7003
C -0.5763 -0.1856 0.6148 -0.5 -0.1 0.5 0.2682
Cl -0.6708 -0.3545 2.3560 -0.1 -0.2 -0.5 0.0072
C 0.5505 0.7256 0.1032 4.6 -1.1 1.2 0.2761
O 1.6548 -0.3407 -0.0822 -2.1 0.2 -1.2 -0.7384
O 0.1961 1.1732 -1.1005 1.5 2.5 0.1 -0.6759
H 1.2701 1.4591 0.7171 -2.8 -1.3 -0.8 0.2217
H 1.2667 -0.8312 -0.8700 1.0 0.5 1.3 0.4578
H -0.4875 0.5733 -1.2710 -2.4 -1.4 -1.8 0.4844
```
Positions in Å, forces in eV/Å.


Here is a cluster of 2 separate species, CH5FN2 in total at a distorted geometry from OMol25. Energies are from ωB97M-V with the def2-TZVPD basis set.

Properties
HOMO energy in eV: -10.3155
Relative energy (zero: lowest compared OMol25 entry of this formula, charge and spin) in kcal per mole: 45.2
HOMO-LUMO gap in eV: 10.124
SMILES: [H]/N=N/C.F

```
9
Properties=species:S:1:pos:R:3:forces:R:3:nbo_charge:R:1
H -1.1905 0.6976 -1.6586 1.5 -0.3 0.6 0.3516
N -0.5259 0.5437 -0.8432 -1.7 -0.1 -0.3 -0.3743
N -0.3015 -0.6680 -0.7061 -3.2 1.7 -1.9 -0.0606
C 0.3561 -1.0934 0.4099 4.5 -1.9 -0.3 -0.4809
H 1.4148 -0.8015 -0.0629 -1.2 -1.5 1.6 0.2528
H 0.3758 -0.7047 1.3870 -0.8 1.8 0.9 0.2328
H 0.1946 -2.1823 0.5774 0.6 0.6 -0.7 0.2195
F 0.0025 2.4785 0.8007 -1.0 -1.9 -1.8 -0.6571
H -0.3259 1.7300 0.0958 1.3 1.7 1.9 0.5163
```
Positions in Å, forces in eV/Å.